# 1
Molecular formula: C21H20N5OTl
Method: DFT, ωB97M-V/def2-TZVPD

Output
Kohn-Sham gap in eV: 6.60
LUMO in hartree: -0.024
Total energy in Eh: -1333.521849

```
48
C21H20N5OTl ωB97M-V/def2-TZVPD
H 1.6981 4.5078 -0.5190
Tl 0.0000 0.0000 0.0000
H -1.6938 -4.1074 3.7695
H 0.2433 -2.9721 -3.8196
H -2.0277 0.7434 -1.6843
H 1.2996 -1.3824 -2.1957
C -0.7262 -1.9730 2.0603
C -1.2682 -3.8596 -0.9194
N -0.2874 -0.7274 1.7734
C -0.0249 -2.9901 -2.7714
C -1.0396 -2.0900 3.4760
H -1.9007 -1.5108 -3.7531
H -1.9991 1.6014 -3.9357
O -0.3032 -0.4057 -2.0070
C 1.4575 2.4800 0.1504
C -1.0853 1.1411 -3.5413
H -2.6358 -1.6432 -2.1440
H -3.2836 -0.4983 -3.3234
N -0.0870 1.2317 3.1346
H -0.4355 1.9539 -3.1928
C -1.4882 -1.6445 6.1546
H -1.4443 -4.6042 -2.9322
N 1.0086 1.6063 1.0703
C -1.0141 -0.5963 5.3583
C -1.4271 0.1666 -2.4018
H -2.1056 -3.7194 6.2218
C -0.3461 -0.0187 2.9226
N 0.2893 -2.0850 -0.5592
C -2.3561 -0.9364 -2.9356
H -0.5817 0.6454 -4.3818
H -1.6692 -1.4757 7.2118
C 1.3060 3.8529 0.2482
H -0.8187 0.3919 5.7548
N -0.9070 -2.9852 1.2740
C 0.1537 3.4604 2.3097
C -1.5101 -3.1465 4.2329
C -0.9603 -3.8884 -2.2777
C -0.8005 -0.8606 4.0184
C -0.6344 -2.9377 -0.0927
H 0.1116 1.6068 -0.9352
C 0.3441 2.0946 2.1277
H -1.9854 -4.5470 -0.4884
C 0.6411 4.3539 1.3586
H 1.9643 2.0220 -0.6921
C -1.7352 -2.9143 5.5943
C 0.5631 -2.1119 -1.8765
H 0.5026 5.4208 1.4901
H -0.3637 3.8060 3.1961
```

=====

# 2
Molecular formula: C21H20N6O3
Method: DFT, ωB97M-V/def2-TZVPD

Output
Kohn-Sham gap in eV: 6.96
LUMO in hartree: -0.045
Total energy in Eh: -1366.296571
Relative energy (zero: lowest compared OMol25 entry of this formula, charge and spin) in kcal per mole: 188.0
SMILES: c1ccc(CN2CCN=C2c2ccccc2)cc1.COc1ncc2c(no[n+]2[O-])n1

```
50
C21H20N6O3 ωB97M-V/def2-TZVPD
N 4.1931 2.0619 -3.4028
C -5.0638 -0.0233 0.3508
H -0.6362 -3.7030 -0.8560
H -2.9161 -1.8299 2.9635
H 0.9333 -3.5567 3.0981
C -2.1108 0.7266 2.5732
N 0.8489 1.2220 0.5061
C 3.1180 0.1829 -1.7016
C 4.0525 1.0930 -1.2435
H 1.8085 0.2028 -6.4768
C 0.5609 -3.0495 2.2229
C 4.5689 2.0297 -2.1099
C -0.3182 -3.1312 0.0005
C -0.4006 -1.7559 -0.0208
N 4.7020 1.4004 -0.0662
C -3.2252 -0.0077 1.8992
O 2.9888 1.1131 -5.1034
H -4.7868 -3.0022 1.8867
H -0.7422 3.1628 2.4087
H 2.6687 -0.5276 -1.0263
C 2.0491 0.1276 -5.4135
N 5.4543 2.8178 -1.4635
H 0.4978 3.0908 -0.2693
N -1.1038 1.2345 1.6265
C 0.4795 -1.6743 2.2073
H 0.2234 -4.8584 1.1369
H -5.6722 0.4895 -0.3760
H -2.5214 1.5700 3.1351
C -0.0011 -1.0052 1.0831
C -0.0611 0.4679 1.0533
C -4.0117 0.6341 0.9559
C 0.1647 -3.7813 1.1200
H -0.7812 -1.2447 -0.8883
C 3.3292 1.1267 -3.7535
N 2.7583 0.1844 -2.9534
H 1.3406 3.0476 1.2901
H 2.4690 -0.8560 -5.1936
H 0.7916 -1.0993 3.0622
C 0.5374 2.5802 0.7028
H -1.6086 0.0834 3.3008
O 5.5436 2.4504 -0.1937
C -5.3431 -1.3327 0.6818
H 1.1547 0.2958 -4.8110
C -0.8103 2.6537 1.4414
H -3.8018 1.6608 0.7082
C -4.5666 -1.9820 1.6191
O 4.5272 0.7568 1.0079
C -3.5138 -1.3252 2.2233
H -1.5967 3.1228 0.8411
H -6.1707 -1.8443 0.2166
```

=====

# 3
Molecular formula: C21H21AsN2OPdS2
Method: DFT, ωB97M-V/def2-TZVPD

Output
Kohn-Sham gap in eV: 7.29
LUMO in hartree: 0.004
Total energy in Eh: -4157.631275
Relative energy (zero: lowest compared OMol25 entry of this formula, charge and spin) in kcal per mole: 4.9

```
49
C21H21AsN2OPdS2 ωB97M-V/def2-TZVPD
H -0.0184 0.5557 4.7161
N 0.2175 0.5387 -1.8615
H 0.4835 4.5708 -1.6746
H 3.1661 0.5713 1.9446
C 2.3933 -0.0385 -2.6419
C -2.4758 4.2220 -0.0725
H 1.4967 2.9735 2.8475
H 3.0640 -0.7986 -3.0175
C 0.6289 2.5852 2.3136
C 1.9014 2.2050 -2.0020
H 0.9347 -0.8715 4.2747
C 0.4772 -5.1409 -0.9632
H -1.3098 5.9316 -0.6696
H 2.3432 -0.9751 1.5924
As 0.6746 0.6676 2.3403
S -3.6100 -3.6531 0.1137
H -2.5119 -6.5066 -0.0914
C -1.1529 -3.4173 -0.6134
C -1.3746 4.8504 -0.6482
C 0.5941 1.8113 -1.7155
H 3.8257 1.5576 -2.6883
Pd -1.4735 0.0871 -0.6391
C 0.1492 -3.7954 -0.9329
H 1.7595 0.6712 4.6315
N -1.6386 -2.1207 -0.5466
S -3.6894 -0.5882 0.0308
C -2.5780 2.8368 -0.0669
H -0.2871 2.8837 2.8171
H 0.6086 2.9597 1.2894
C -1.5754 2.0557 -0.6298
H 2.2517 0.3614 0.4233
C -2.0968 -4.4041 -0.3004
H 2.1962 3.2334 -1.8457
H -3.2641 4.8210 0.3696
H 1.4878 -5.4385 -1.2127
H -0.2012 -7.1655 -0.7019
H 0.8953 -3.0375 -1.1347
C 0.8723 0.2107 4.1971
C -0.4581 2.6924 -1.1817
C 2.8049 1.2703 -2.4677
H 0.7026 -1.3600 -2.4321
H -3.4440 2.3634 0.3733
C -1.7696 -5.7546 -0.3325
O -0.6527 -0.0557 1.6826
C 1.0879 -0.3581 -2.3144
C -0.3645 4.0830 -1.2039
C -2.8911 -2.0770 -0.1657
C -0.4753 -6.1185 -0.6716
C 2.2957 0.1052 1.4821
```

=====

# 4
Molecular formula: C21H21BBaN12O6
Method: DFT, ωB97M-V/def2-TZVPD

Output
Kohn-Sham gap (alpha / beta) in eV: 8.81 / 6.36
LUMO (alpha / beta) in hartree: 0.087 / -0.003
Charge: -1
Total energy in Eh: -1971.912857
Relative energy (zero: lowest compared OMol25 entry of this formula, charge and spin) in kcal per mole: 33.3
2S+1: 2

```
62
C21H21BBaN12O6 ωB97M-V/def2-TZVPD
N -0.3653 -1.0381 2.7340
H -1.4584 -3.1971 0.6665
C -2.7628 -1.0810 -2.2151
C -2.6462 -1.8148 -3.5876
N -0.3021 1.5899 2.2887
N 2.6545 -0.6141 -4.6636
B 0.3791 0.3454 3.0395
C -1.2000 3.5733 1.8481
N 2.2649 2.1516 -2.5892
O -1.4249 1.7200 -3.5802
O -1.6808 -0.4603 -1.8814
N -0.4915 1.6489 0.9430
C -1.1795 -2.6677 1.5680
H -2.8000 -2.8784 -3.4238
C 2.7691 0.4338 -4.2001
H -0.6676 -0.5727 -5.8151
O 0.9712 -2.2337 -2.1496
N 1.9223 0.2376 2.6650
H -1.9824 0.5324 4.5065
H -1.4654 1.1975 -2.7625
N -0.6233 -1.4710 1.4722
H -2.8415 0.5515 -4.5606
C -1.0290 2.8221 0.6733
N 0.1323 0.6087 4.5379
N 2.2292 -0.1080 1.3827
H -1.6944 1.4289 -5.5433
C 4.1351 0.1873 2.5210
C 2.8623 1.7808 -3.6953
C 3.0685 0.4195 3.3581
C -1.7896 0.8518 -4.6227
H -0.6340 2.9087 3.9042
C -1.2949 -3.0433 2.9161
O -0.7673 -3.6705 -1.9395
H 4.0155 -0.3895 0.3515
H 3.0283 0.6977 4.3962
N -1.3438 -1.6533 -4.2228
C -0.7603 -1.9852 3.6118
H 0.0954 -0.1724 -4.3001
C 3.5631 2.8004 -4.4415
O -3.8153 -1.1793 -1.6235
C -0.3707 -2.6573 -4.1046
Ba 0.4236 -0.3471 -0.6688
H -3.4300 -1.4235 -4.2339
H -1.2634 3.0821 -0.3489
N 4.1270 3.6004 -5.0466
H -1.7206 1.0928 7.1692
C -0.7203 2.7528 2.8412
C -0.8794 -0.3603 -4.7605
H -1.6089 4.5637 1.9523
C 3.5451 -0.1336 1.2901
N 1.0969 0.8396 5.4668
H -1.7016 -3.9522 3.3257
C -0.9433 0.9672 6.4350
H 5.1824 0.2478 2.7619
H -0.7692 -3.6226 -4.4190
H 0.5339 -2.3620 -4.6294
H -0.6242 -1.8389 4.6706
H 1.0137 1.2625 7.4981
C -0.0121 -2.9054 -2.5177
C -1.0944 0.6836 5.1007
O 1.6927 1.1987 -1.9484
C 0.4526 1.0539 6.5992
```

=====

# 5
Molecular formula: C21H21BrF3N3O
Method: DFT, ωB97M-V/def2-TZVPD

Output
Kohn-Sham gap in eV: 8.34
LUMO in hartree: 0.017
Total energy in Eh: -3925.962678
SMILES: Cc1c(Cn2c(C)nc3c(Br)cc(N4CCOCC4)cc32)cccc1C(F)(F)F

```
50
C21H21BrF3N3O ωB97M-V/def2-TZVPD
C 2.6055 0.4679 -1.1671
H 3.3106 4.3346 -2.0666
N 3.2930 1.7058 -1.0907
C 5.3640 3.1311 -1.2492
H -1.4725 -4.0506 1.0337
H -0.9714 -2.0879 2.0855
C -0.8241 -1.3019 1.3584
C -4.5142 -0.2761 1.3185
C -3.0441 -1.2926 3.1834
H -1.0498 -5.0781 -0.3100
H -3.5219 1.1818 -1.5730
N 0.4568 -3.1718 -1.4827
F -5.9045 -1.6709 2.6232
C -2.1450 -0.6652 0.9855
C 4.7754 1.7148 -0.9436
H 6.4172 3.1218 -0.9630
H 1.3537 0.7291 0.5522
H -3.0265 -2.3900 3.2181
C -5.7749 -0.4111 2.1705
C 1.2428 -2.0185 -1.5171
F -6.8551 -0.1952 1.4264
C -4.6203 0.3422 0.0881
C 2.5301 2.8874 -0.6179
C 0.9302 -1.1595 -0.4563
H 5.0218 1.4480 0.0867
F -5.8332 0.4799 3.1947
C 2.9470 -0.3991 -2.2371
H -5.5699 0.7391 -0.2995
H 5.2769 3.2854 -2.3243
C -0.3643 -3.0154 -0.4702
H -2.3112 -3.7837 -0.4989
C -2.2602 0.0297 -0.2218
H 3.7688 -0.1542 -2.9094
C -3.2873 -0.7920 1.7985
H 2.7365 5.0445 -0.5505
C -3.4612 0.5468 -0.6785
H 1.5427 2.8706 -1.0790
C 1.6391 0.0589 -0.2325
C -1.3386 -4.0445 -0.0595
Br 2.8271 -2.7713 -3.8166
O 4.6185 4.1865 -0.5590
C 3.2591 4.2028 -0.9619
H -1.3826 0.2092 -0.8497
H -3.8337 -0.9545 3.8382
C 2.2585 -1.6179 -2.3982
H -0.2124 -0.5341 1.8728
H 2.3566 2.8384 0.5112
H -2.1097 -0.9271 3.6506
N -0.1004 -1.8260 0.2045
H 5.2570 1.0325 -1.6171
```

=====

# 6
Molecular formula: C21H21BrF6N3O2Rh
Method: DFT, ωB97M-V/def2-TZVPD

Output
Kohn-Sham gap (alpha / beta) in eV: 5.06 / 5.06
LUMO (alpha / beta) in hartree: -0.358 / -0.358
Charge: +2
Total energy in Eh: -4410.690584
Relative energy (zero: lowest compared OMol25 entry of this formula, charge and spin) in kcal per mole: 47.6

```
55
C21H21BrF6N3O2Rh ωB97M-V/def2-TZVPD
H -6.1271 -0.0564 0.5301
H -6.6640 0.5463 -1.0388
C 2.8619 -0.3550 0.7590
H -1.7361 -5.8985 -1.6421
C -1.0868 4.5829 -3.4981
H -2.1330 -4.7275 0.3893
C -3.5349 0.4608 -0.2588
H 0.0872 -2.7058 -2.7088
H -0.1349 -5.5349 -2.2871
H -1.7836 2.5451 -3.6053
C -1.7509 3.4601 -3.0280
H -6.1438 2.7596 -2.1557
C -1.1329 -5.1297 -2.1183
F 2.8484 -0.7258 -2.9086
O 1.4704 0.6290 -0.9549
H -1.9798 -2.6744 1.8305
N -3.0656 2.3679 -1.3021
F 2.2553 -2.1362 -1.3881
C 3.0613 -1.0861 -1.6491
H -5.7415 3.9449 -0.8873
C -1.5729 -2.7147 0.8324
H -2.8743 4.7063 -0.0682
Br -0.7911 1.0806 2.0703
H 3.5257 2.0819 -0.3303
H 4.7606 0.8848 -0.7945
H -0.5686 6.6279 -3.1247
N -4.4142 2.3239 -1.0744
H -1.5681 -4.9052 -3.0918
F 3.8323 -1.1625 1.0481
C 3.7465 1.2392 -0.9795
C -1.6319 -3.8447 0.0109
C -6.1137 0.8050 -0.1322
H -6.6357 1.6280 0.3549
C -2.3832 3.5301 -1.7982
C -5.3371 3.2937 -1.6596
C -1.0778 5.7514 -2.7480
C -1.7227 5.8049 -1.5181
C -0.3978 -2.7646 -1.7447
C 2.7538 0.1055 -0.7082
Rh -0.0106 0.0689 0.1600
H 3.6516 1.5439 -2.0183
C -1.0595 -3.8939 -1.2683
C -2.3754 4.6847 -1.0293
H -4.8012 3.8918 -2.3898
H -1.7144 6.7177 -0.9388
F 4.3171 -1.4986 -1.5231
H -0.5885 4.5493 -4.4570
F 2.8063 0.6410 1.6115
O -1.2166 1.1069 -0.9227
C -4.7117 1.1732 -0.4593
F 1.6663 -1.1429 1.0242
H -3.4464 -0.4972 0.2200
C -2.5184 1.2421 -0.8028
N -0.3886 -1.6951 -0.9451
C -0.9103 -1.6932 0.2096
```

=====

# 7
Molecular formula: C21H21ClN4O4
Method: DFT, ωB97M-V/def2-TZVPD

Output
Kohn-Sham gap in eV: 7.27
LUMO in hartree: -0.024
Total energy in Eh: -1792.236358
Relative energy (zero: lowest compared OMol25 entry of this formula, charge and spin) in kcal per mole: 538.0

```
51
C21H21ClN4O4 ωB97M-V/def2-TZVPD
H 1.0315 -1.9557 2.2821
O 2.3251 -1.7104 -0.0562
Cl 1.1313 -0.5428 4.5797
C -2.8808 1.9664 -1.8245
C -1.7882 -1.7384 1.7463
C 3.7360 -0.0900 1.1313
N -1.7726 1.4057 -2.1741
N -3.2686 -0.1101 -0.8554
C 1.9760 -1.2380 2.0370
H 1.3471 -3.3996 0.5484
C 3.9367 0.6155 2.2683
H 2.1688 1.9272 -0.2303
H -1.6522 -1.3749 3.8308
C -0.4138 1.9220 -1.7347
H -3.6673 1.5306 1.1712
O 4.5407 0.3316 0.0085
H 5.0088 0.4405 -1.7768
C 2.0183 1.1703 -1.2717
O -0.3544 2.8764 -0.8422
H -3.0249 0.8017 3.5520
N 1.0004 0.0638 -2.8474
C 2.6552 -0.9668 1.0310
C -3.0263 0.6395 1.4123
H -3.2403 -1.2205 -2.7034
C -2.8348 0.1574 2.7612
H 3.3536 1.2043 4.1725
H 1.4577 -2.8617 -1.0510
C -1.9148 -0.9316 2.7163
C 2.8712 0.2451 -1.5295
C 1.3206 -2.4141 -0.1692
H -3.2254 3.0233 -2.5100
N -2.1567 -1.6992 0.6235
C -1.8556 0.3741 -2.8828
H -0.8341 0.1086 -3.1902
H 4.4713 -1.0441 -1.5307
C -2.7477 -0.1766 0.4334
C 2.2474 -0.3179 3.3371
H 4.6300 1.4920 2.1146
C 4.1702 -0.0380 -1.0588
C 3.3223 0.7264 3.3835
H -4.5068 1.4284 -0.6757
H -2.4910 0.4438 -3.7863
C -2.4600 -0.6777 -1.8790
H -2.6061 2.7678 -0.8724
O 2.3417 -0.1291 -2.6402
H -4.6265 0.7885 -2.1247
H 0.3176 -1.9118 -0.0902
H -1.2049 -2.6501 1.8925
C 0.7083 1.0977 -1.7974
H -1.7332 -1.3997 -1.4259
C -3.8005 1.0499 -1.5025
```

=====

# 8
Molecular formula: C21H21F3N2O3
Method: DFT, ωB97M-V/def2-TZVPD

Output
Kohn-Sham gap in eV: 7.50
LUMO in hartree: -0.055
Total energy in Eh: -1447.039428
Relative energy (zero: lowest compared OMol25 entry of this formula, charge and spin) in kcal per mole: 426.1

```
50
C21H21F3N2O3 ωB97M-V/def2-TZVPD
H 2.3814 -3.8516 -0.9290
H -2.1076 3.4071 -1.6285
F -3.7193 3.3423 1.2546
H 1.2761 2.2900 1.7357
C 0.5616 2.2923 0.9696
C 3.7499 -0.8049 1.2067
H -1.6636 -1.9080 -1.7055
H 4.4897 1.3882 1.8446
C -2.7932 -1.9739 -0.1271
C -3.1970 2.0083 0.5036
N 0.6183 -2.8079 -0.5005
C 2.5498 -2.8235 0.7885
H -3.1658 -3.2038 -0.3047
H -5.5963 -0.6329 -0.6995
H -5.1731 -0.9903 0.7557
H -5.6995 -2.1752 -0.3952
H 3.6014 -3.2254 1.0465
H -1.0553 1.6403 2.3657
F -3.3060 1.0445 1.1050
C 2.2537 3.6778 -0.2246
H 0.1947 3.9868 -2.1477
N 3.3065 2.8575 -0.0569
C 1.6961 -3.5672 -0.0456
C 3.1288 1.5596 0.1032
C -1.5017 -1.8099 -0.6686
H 4.1269 3.2690 0.0264
C 2.3748 0.5635 -0.7245
C -1.8106 2.4100 0.3531
O 2.5585 4.9365 -0.9791
H -2.8076 -2.0277 0.9821
C 1.2075 -1.5154 -1.4926
F -3.9424 1.9076 -0.5755
H 1.3462 -4.6032 0.2820
C 2.1008 -0.7178 -0.5755
C -5.1000 -1.2510 -0.1382
C 2.8512 -1.2820 0.6010
C -0.7310 2.2918 1.1602
C -0.5278 -2.9980 -0.3365
C -1.3466 3.0788 -0.8510
C 3.8120 0.8208 0.9830
H 1.9476 -2.7741 1.9603
H 1.8869 1.0094 -1.3664
O -3.6799 -1.1474 -0.6965
H 1.7000 -1.9395 -2.2100
O -0.9102 -3.8356 0.5920
C -0.0494 3.5817 -1.1828
H 0.2899 -0.8274 -1.5036
H 4.2289 -1.1110 2.0242
H -1.3527 -0.7258 -0.3724
C 0.9972 3.1665 -0.2053
```

=====

# 9
Molecular formula: C21H21F3N2O5S
Method: DFT, ωB97M-V/def2-TZVPD

Output
Kohn-Sham gap in eV: 9.37
LUMO in hartree: 0.012
Total energy in Eh: -1996.351403
Relative energy (zero: lowest compared OMol25 entry of this formula, charge and spin) in kcal per mole: 10.5
SMILES: O=C(c1ccc(C(F)(F)F)cc1)N1CCN(S(=O)(=O)c2ccc3c(c2)OCCCO3)CC1

```
53
C21H21F3N2O5S ωB97M-V/def2-TZVPD
C 4.7574 -0.5798 -0.0622
C -3.8556 -1.8526 0.8812
H -3.1695 -4.5993 2.3977
C -3.4275 0.5756 -0.3827
O -3.9288 3.1477 -0.6530
C -3.1065 -4.0213 1.4725
H -4.4670 1.4749 1.2423
H -4.8222 -0.7235 2.3946
H -2.1018 -3.5871 1.3983
H -2.2927 3.4183 1.1103
H -0.1020 4.4633 0.6635
H 6.0182 1.1510 -0.1397
C 0.8887 2.4228 -0.7547
O -2.8928 1.9680 -2.5626
F 6.3411 -2.2712 0.4122
H -0.5828 1.5791 -2.1203
H 3.3043 -2.1412 0.1348
C 2.8018 1.1148 0.9153
H 0.8977 3.3782 -1.2883
H -4.7172 -3.7290 -0.9451
O -4.0611 -2.9836 1.6165
H -2.5164 -0.5551 -1.9463
C 2.5334 -0.2401 0.7568
C 4.0600 1.6124 0.5979
H 1.5628 -0.6300 1.0234
N 0.9774 2.6880 0.6618
H -4.2262 -5.5706 0.4518
H 1.7347 1.8175 -1.0807
C -4.1087 0.5511 0.8194
N -1.5172 2.5152 -0.5573
C -1.4440 2.7828 0.8599
C 5.0406 0.7681 0.1090
H -2.4898 -5.5380 0.0960
C -4.3142 -0.6623 1.4453
C -0.4324 1.7022 -1.0481
C -3.6720 -4.0605 -0.9668
F 5.3185 -2.3936 -1.4737
O -2.8211 -2.9305 -1.0681
H 0.0144 3.6155 2.2363
H -1.5002 1.8502 1.4443
F 6.8349 -0.8995 -1.1684
C -3.3720 -4.9206 0.2643
H -0.4233 0.7118 -0.5632
C 3.5072 -1.0893 0.2659
C -3.2252 -1.8204 -0.3762
C 5.8093 -1.5233 -0.5736
C 1.7681 2.0178 1.5305
H 4.2714 2.6610 0.7393
H -3.5063 -4.6326 -1.8827
O 1.6920 2.1492 2.7360
C -2.9971 -0.5884 -0.9822
C -0.1210 3.4903 1.1611
S -3.0384 2.1442 -1.1499
```